{"formula": "C19H26ClN5O6OsS", "method": "ωB97M-V/def2-TZVPD", "multiplicity": 5, "de_lowest_kj_mol": 0.0, "e_homo_ev": [-14.7, -14.8], "gap_ev": [9.16, 6.65], "charge": 2, "species": ["Os", "Cl", "S", "O", "O", "O", "O", "O", "O", "N", "N", "N", "N", "N", "C", "C", "C", "C", "C", "C", "C", "C", "C", "C", "C", "C", "C", "C", "C", "C", "C", "C", "C", "H", "H", "H", "H", "H", "H", "H", "H", "H", "H", "H", "H", "H", "H", "H", "H", "H", "H", "H", "H", "H", "H", "H", "H", "H", "H"], "coordinates": [[-0.495, 0.836, -0.011], [-2.609, 1.351, -0.117], [0.927, 0.680, -2.651], [1.944, -0.329, -2.550], [-2.601, -0.526, -2.528], [-0.290, -1.794, -0.138], [-1.009, -0.437, 1.962], [1.203, 1.960, -2.030], [1.406, 0.206, 0.314], [-2.255, -2.092, 2.873], [-0.487, 0.180, -1.908], [-0.458, 3.707, 3.058], [-0.164, 2.234, 1.487], [3.215, -1.099, 0.171], [-1.002, 2.676, 2.424], [0.785, 3.957, 2.508], [-1.129, 0.268, -6.579], [3.849, -2.417, 0.026], [-1.026, 0.156, -4.209], [-1.514, -0.130, -2.834], [4.112, 0.064, 0.085], [0.885, 1.007, -5.451], [-1.735, -0.061, -5.373], [1.923, -0.957, 0.203], [1.039, -2.184, 0.134], [0.258, 0.687, -4.264], [0.159, 0.797, -6.616], [-1.299, -2.404, 0.642], [0.966, 3.043, 1.530], [-2.877, -3.418, 2.768], [-1.063, 4.446, 4.173], [-1.525, -1.576, 1.900], [-2.470, -1.357, 4.123], [-1.047, -3.437, 0.884], [-1.969, 2.257, 2.646], [-2.143, 4.338, 4.134], [4.708, -0.028, -0.821], [0.609, 1.048, -7.568], [-1.727, -0.574, 4.218], [1.123, -2.715, 1.087], [-0.809, 5.498, 4.077], [1.799, 2.904, 0.861], [1.888, 1.411, -5.478], [-3.259, -3.601, 1.767], [3.536, 0.979, 0.039], [3.799, -2.754, -1.010], [-2.735, -0.473, -5.330], [1.391, -2.833, -0.667], [-0.689, 4.068, 5.121], [-3.720, -3.451, 3.452], [4.892, -2.319, 0.310], [-2.180, -4.210, 3.045], [-3.469, -0.921, 4.140], [-1.665, 0.108, -7.504], [1.417, 4.758, 2.851], [4.771, 0.081, 0.952], [3.392, -3.155, 0.680], [-2.373, -2.050, 4.956], [-2.206, -2.403, 0.036]], "atomic_forces_ev_per_a": [[0.1997, -0.7014, 0.1680], [-0.5446, 0.1706, -0.0878], [-0.1629, 0.1657, 0.1015], [0.0437, -0.0370, 0.0605], [-0.0642, -0.1272, 0.2177], [-0.0497, -0.2001, 0.1409], [-0.0263, 0.1743, -0.0598], [0.0666, -0.0765, -0.1822], [-0.2151, 0.1913, -0.0351], [0.0807, 0.0410, -0.0418], [0.3424, 0.2510, -0.0787], [0.0016, 0.2361, 0.2008], [0.3371, 0.1897, -0.1069], [0.1321, 0.0620, -0.0965], [0.2081, -0.0210, -0.0838], [-0.1165, 0.0255, 0.1134], [0.0092, 0.0044, -0.0053], [-0.0002, 0.0472, -0.0033], [0.1560, 0.0512, 0.0349], [0.1528, 0.0978, -0.0766], [0.0066, -0.0873, 0.0337], [0.0447, 0.0622, 0.0699], [-0.0804, 0.0008, -0.1119], [0.1030, -0.0464, -0.0467], [-0.0681, 0.0654, 0.0272], [-0.1233, -0.0493, 0.0547], [-0.0326, 0.0014, -0.0581], [0.0522, 0.0386, 0.0246], [-0.1372, -0.1890, 0.0008], [0.0299, 0.0271, -0.0029], [0.0443, -0.0399, -0.0516], [-0.1859, -0.1805, 0.1047], [-0.0313, -0.0350, -0.0654], [0.0233, -0.0427, -0.0165], [0.0003, 0.0346, -0.0210], [0.0034, -0.0237, -0.0307], [-0.0140, -0.0398, -0.0184], [-0.0280, -0.0139, -0.0016], [0.0441, 0.0236, -0.0115], [-0.0037, -0.0326, 0.0154], [0.0005, 0.0176, -0.0336], [-0.0810, 0.0004, -0.0103], [-0.0219, -0.0278, 0.0076], [-0.0033, 0.0224, -0.0123], [-0.0477, 0.0034, -0.0161], [-0.0184, 0.0480, -0.0145], [0.0233, 0.0082, -0.0112], [0.0252, -0.0580, -0.0325], [0.0374, -0.0275, 0.0024], [-0.0277, 0.0177, 0.0069], [0.0231, 0.0114, 0.0220], [0.0229, 0.0344, 0.0180], [-0.0018, -0.0248, -0.0264], [0.0079, 0.0107, -0.0067], [-0.0565, -0.0218, 0.0216], [-0.0139, -0.0341, 0.0181], [-0.0358, 0.0156, 0.0290], [0.0140, -0.0097, 0.0032], [-0.0439, -0.0045, -0.0398]], "lowdin_charge": [1.563, 0.285, 0.673, -0.253, 0.095, -0.194, -0.098, -0.317, -0.186, -0.107, -0.296, -0.089, -0.172, -0.084, -0.142, -0.006, -0.016, 0.019, -0.131, -0.484, 0.032, -0.008, 0.030, -0.367, -0.075, -0.220, -0.023, -0.082, -0.078, 0.000, 0.033, -0.402, 0.008, 0.144, 0.136, 0.103, 0.116, 0.124, 0.086, 0.159, 0.106, 0.114, 0.133, 0.098, 0.084, 0.118, 0.137, 0.153, 0.106, 0.105, 0.108, 0.110, 0.109, 0.124, 0.143, 0.112, 0.102, 0.106, 0.155]}

***

{"formula": "C19H26ClNO2OsP", "method": "ωB97M-V/def2-TZVPD", "de_lowest_kj_mol": 0.0, "e_homo_ev": -17.0, "gap_ev": 6.21, "charge": 3, "species": ["Os", "Cl", "P", "O", "O", "N", "C", "C", "C", "C", "C", "C", "C", "C", "C", "C", "C", "C", "C", "C", "C", "C", "C", "C", "C", "H", "H", "H", "H", "H", "H", "H", "H", "H", "H", "H", "H", "H", "H", "H", "H", "H", "H", "H", "H", "H", "H", "H", "H", "H", "H"], "coordinates": [[-0.230, 0.040, 0.747], [0.982, 6.197, 4.206], [-1.189, -1.809, 1.749], [1.291, 0.314, 1.956], [-1.205, 1.455, 1.542], [2.578, -0.789, -3.069], [-1.297, -1.507, 3.517], [-1.641, 0.267, -1.321], [1.537, 1.417, 2.559], [1.708, -1.507, -2.051], [-1.938, -1.256, -3.157], [-0.321, -0.209, -1.180], [0.405, 4.801, 3.414], [-0.623, 2.542, 2.096], [2.574, 0.697, -2.899], [-0.596, -1.644, -3.060], [-0.123, -3.231, 1.458], [0.253, -1.110, -2.100], [-2.453, -0.290, -2.317], [1.189, 3.684, 3.300], [-1.401, 3.683, 2.223], [-0.893, 4.792, 2.871], [2.293, -1.166, -4.493], [0.698, 2.533, 2.629], [-2.829, -2.173, 1.114], [-2.560, -1.691, -3.929], [-0.077, -3.465, 0.394], [2.839, 0.939, -1.873], [-2.408, 3.685, 1.831], [-1.739, -2.386, 3.994], [-2.786, -2.387, 0.047], [-1.933, -0.642, 3.708], [-3.214, -3.051, 1.639], [-0.222, -2.391, -3.751], [-3.499, -1.332, 1.295], [2.497, 1.442, 3.074], [-0.305, -1.340, 3.936], [-0.545, -4.095, 1.977], [-3.461, 0.081, -2.455], [3.530, -1.109, -2.876], [0.878, -3.049, 1.851], [3.306, 1.125, -3.580], [2.189, 3.679, 3.715], [2.153, -1.285, -1.081], [1.832, -2.570, -2.252], [-2.025, 1.102, -0.742], [1.321, -0.771, -4.774], [-1.505, 5.680, 2.970], [3.062, -0.721, -5.120], [2.319, -2.249, -4.590], [1.583, 1.071, -3.143]], "atomic_forces_ev_per_a": [[-0.0124, 0.0885, 0.2234], [-0.0044, 0.0225, 0.0078], [-0.0437, -0.0680, 0.0205], [0.0910, -0.0362, -0.0657], [-0.0542, 0.0677, -0.0697], [-0.0064, -0.0002, 0.0000], [0.0116, 0.0071, -0.0080], [0.0863, -0.1173, -0.0185], [-0.0042, 0.0574, 0.0621], [0.0162, -0.0192, -0.0115], [0.0346, 0.0128, 0.0114], [-0.0344, 0.0021, -0.1930], [0.0032, -0.0021, -0.0046], [0.0626, 0.0111, 0.0821], [-0.0019, -0.0065, -0.0013], [-0.0583, 0.0325, -0.0033], [0.0039, 0.0092, -0.0031], [-0.0054, 0.0076, -0.0221], [-0.0032, -0.0039, -0.0260], [-0.0036, -0.0115, -0.0050], [-0.0620, -0.0049, 0.0006], [0.0065, 0.0056, 0.0019], [-0.0006, 0.0013, 0.0090], [0.0028, -0.0251, -0.0245], [0.0042, 0.0039, 0.0092], [-0.0036, 0.0011, 0.0045], [0.0065, 0.0020, 0.0013], [-0.0002, 0.0014, -0.0007], [0.0021, 0.0048, -0.0001], [-0.0074, -0.0015, -0.0071], [0.0005, -0.0010, -0.0013], [-0.0027, -0.0037, 0.0108], [-0.0026, 0.0008, -0.0015], [0.0062, -0.0008, 0.0054], [0.0054, 0.0025, -0.0009], [0.0034, -0.0214, -0.0009], [-0.0042, 0.0005, 0.0014], [-0.0132, 0.0092, 0.0088], [-0.0020, -0.0092, -0.0026], [-0.0012, 0.0014, 0.0019], [0.0003, -0.0031, -0.0065], [-0.0008, 0.0017, 0.0005], [0.0046, -0.0138, -0.0026], [-0.0053, 0.0054, 0.0034], [-0.0055, -0.0008, 0.0033], [-0.0076, -0.0103, 0.0182], [0.0033, 0.0011, -0.0036], [-0.0037, -0.0005, -0.0013], [0.0004, -0.0014, -0.0015], [-0.0015, 0.0004, -0.0011], [0.0005, 0.0006, 0.0005]], "lowdin_charge": [1.385, 0.809, 0.733, -0.187, -0.220, -0.166, -0.192, -0.118, -0.080, -0.067, 0.005, -0.279, -0.638, -0.261, 0.033, 0.004, -0.195, -0.231, -0.015, -0.007, 0.038, 0.004, 0.037, -0.124, -0.193, 0.139, 0.056, 0.110, 0.142, 0.086, 0.057, 0.071, 0.085, 0.136, 0.075, 0.167, 0.067, 0.086, 0.139, 0.191, 0.068, 0.123, 0.138, 0.130, 0.149, 0.112, 0.107, 0.138, 0.123, 0.119, 0.112]}